<w>
{
  "formula": "C2H3N3OS",
  "method": "the ωB97M-V functional and the def2-TZVPD basis",
  "symbols": ["O", "N", "C", "S", "H", "N", "C", "N", "H", "H"],
  "xyz": [[-0.78820, 1.21144, -2.05821], [0.29311, 1.00396, -1.56975], [1.49679, 1.31823, -1.44409], [2.79239, 0.75997, -0.54526], [1.87731, 2.10561, -2.09479], [0.25077, -0.47712, 0.53817], [-0.56945, -0.95481, 1.18000], [-1.48334, -1.48066, 1.96372], [-2.36870, -1.00218, 1.99907], [-1.50067, -2.48443, 2.03114]],
  "gap_ev": [8.494, 6.256],
  "smiles": "O=NC=S.N#CN"
}

<x>
{
  "formula": "C2H3N3OS",
  "method": "the ωB97M-V functional and the def2-TZVPD basis",
  "symbols": ["C", "N", "O", "N", "N", "C", "S", "H", "H", "H"],
  "xyz": [[-1.33177, -1.54870, -0.62808], [-0.27449, -0.60041, -0.45661], [0.88542, -0.96632, -1.20159], [1.77768, 0.06073, -0.98244], [1.32588, 0.87014, -0.13825], [0.01439, 0.42762, 0.33097], [-0.89376, 1.09314, 1.52472], [-1.49978, -1.61931, -1.69949], [-0.92902, -2.49446, -0.19787], [-2.25355, -1.23272, -0.06159]],
  "gap_ev": 8.511,
  "smiles": "Cn1onnc1=S"
}

The most stable of them is <x>.

<w>
{
  "formula": "C2H3N3OS",
  "method": "the ωB97M-V functional and the def2-TZVPD basis",
  "symbols": ["H", "N", "C", "N", "C", "N", "S", "O", "H", "H"],
  "xyz": [[2.63918, -1.65114, -0.23690], [2.47243, -0.69251, 0.06764], [1.28733, -0.31028, -0.08922], [0.84250, 1.03579, -0.00582], [-0.40864, 1.13709, -0.12546], [-0.94797, -0.06857, -0.54650], [-2.51117, -0.52016, -0.01565], [0.00313, -1.14444, -0.12377], [-1.05289, 1.90713, -0.21092], [-2.32390, 0.30709, 1.28660]],
  "gap_ev": 9.218,
  "smiles": "[H]/N=c1/ncn(S)o1"
}

<x>
{
  "formula": "C2H3N3OS",
  "method": "the ωB97M-V functional and the def2-TZVPD basis",
  "symbols": ["C", "C", "N", "N", "N", "O", "S", "H", "H", "H"],
  "xyz": [[-1.48556, 0.06403, -0.10908], [0.70074, 0.20148, 0.05397], [-2.86156, -0.89113, 1.60472], [-2.33318, -0.34995, 0.64010], [1.19567, -0.74122, -0.48775], [0.69695, 1.25022, 0.61465], [-1.45552, 1.27161, -1.31163], [-3.15781, -1.84613, 1.42215], [-0.02098, 1.49231, -1.13660], [0.70128, -1.54141, -0.86774]],
  "gap_ev": 8.935
}

The most stable of them is <w>.

<w>
{
  "formula": "C4H4O3S",
  "method": "the ωB97M-V functional and the def2-TZVPD basis",
  "symbols": ["O", "C", "C", "O", "C", "C", "S", "O", "H", "H", "H", "H"],
  "xyz": [[-2.59009, 0.68029, -0.19175], [-1.41087, 0.39930, -0.24148], [-0.90568, -1.00433, -0.11189], [0.43804, -1.04404, -0.64886], [1.26220, -0.20731, 0.13104], [0.81948, 1.14966, 0.05334], [1.80010, 2.47104, 0.19091], [-0.43735, 1.39069, -0.34006], [-1.60739, -1.70388, -0.69299], [-0.94888, -1.24194, 1.03376], [2.18566, -0.29348, -0.30916], [1.39478, -0.59600, 1.12714]],
  "gap_ev": 8.863,
  "smiles": "O=C1COCC(=S)O1"
}

<x>
{
  "formula": "C4H4O3S",
  "method": "the ωB97M-V functional and the def2-TZVPD basis",
  "symbols": ["C", "C", "C", "O", "O", "C", "O", "S", "H", "H", "H", "H"],
  "xyz": [[0.16774, 1.42221, 0.55029], [0.20888, 0.20736, 0.07718], [-1.11355, -0.52423, -0.28169], [-1.31707, -1.71649, -0.22003], [-2.23580, 0.19358, -0.75544], [1.46361, -0.52271, 0.01297], [1.36628, -1.75222, 0.38661], [2.90525, -0.07042, -0.68511], [1.10449, 1.97567, 1.07159], [-0.87974, 1.82571, 0.60020], [-2.09143, 1.12462, -1.15127], [0.42135, -2.16309, 0.39469]],
  "gap_ev": 8.179,
  "smiles": "C=C(C(=O)O)C(O)=S"
}

The most stable of them is <w>.

<w>
{
  "formula": "C4H8Si",
  "method": "the ωB97M-V functional and the def2-TZVPD basis",
  "symbols": ["C", "C", "C", "C", "Si", "H", "H", "H", "H", "H", "H", "H", "H"],
  "xyz": [[2.59498, 0.77955, 0.39709], [1.97909, -0.21396, 0.12807], [-1.68516, 1.05198, -0.20683], [1.06273, -1.14540, -0.41375], [-1.15902, -0.66477, 0.41958], [3.43920, 1.39244, 0.41610], [-2.50877, 1.35388, 0.26144], [-0.80525, 1.74765, -0.11028], [-1.82024, 1.26397, -1.33628], [1.24364, -2.15862, -0.18704], [0.71136, -1.01501, -1.38356], [-1.59302, -2.01638, 0.10713], [-1.45954, -0.37534, 1.90832]],
  "gap_ev": 9.079
}

<x>
{
  "formula": "C4H8Si",
  "method": "the ωB97M-V functional and the def2-TZVPD basis",
  "symbols": ["C", "C", "C", "C", "H", "H", "H", "H", "Si", "H", "H", "H", "H"],
  "xyz": [[-0.73162, -1.19828, 0.11618], [-1.36232, -1.03150, -1.00633], [-0.13012, -0.91172, -1.89923], [0.16384, -1.76496, -0.76195], [-0.86271, -1.34289, 1.14058], [0.34815, -0.00965, -1.84431], [0.03477, -1.39169, -2.87771], [0.39618, -2.73158, -1.01360], [0.40931, 2.08581, 1.63222], [0.08622, 0.82185, 0.84447], [0.62669, 3.19202, 0.75987], [1.67792, 1.84621, 2.46470], [-0.65631, 2.43639, 2.44511]],
  "gap_ev": 9.441,
  "smiles": "C1=C2C[C@@H]12.[SiH4]"
}

The most stable of them is <w>.